The following is a DFT calculation (the ωB97M-V functional and the def2-TZVPD basis) of 2 unconnected molecules or ions with the total composition C3H4INO at a distorted geometry.

Calculated values
ΔE to the lowest compared entry with this formula, charge and spin: 49.31 kcal per mole
E: -14811.275 eV
Lowest unoccupied orbital energy: 0.2 eV

```
10
Properties=species:S:1:pos:R:3:forces:R:3:mulliken_charge:R:1
I -3.042 0.560 -0.111 -0.03 0.06 -0.06 -0.286
O -2.157 -3.723 0.142 -0.22 -0.23 -0.11 -0.273
N -0.465 -2.021 0.316 5.43 3.87 0.98 -0.217
C 0.768 0.189 0.071 3.19 2.25 -1.97 -0.866
C -2.018 -2.621 -0.138 -2.06 -0.65 -0.47 0.162
C 0.257 -1.071 0.309 -4.21 -5.55 -0.07 0.595
H -2.686 -1.120 -0.297 0.07 -0.01 0.03 0.100
H 0.035 0.682 -0.603 0.76 0.01 0.22 0.193
H 0.883 0.752 0.953 -0.44 0.72 1.37 0.296
H 1.899 0.224 -0.288 -2.50 -0.47 0.10 0.297
```
Positions in Å, forces in eV/Å.


The following is a DFT calculation (the ωB97M-V functional and the def2-TZVPD basis) of a molecular structure, C3H4INO2 at a distorted geometry.

Calculated values
ΔE to the lowest compared entry with this formula, charge and spin: 38.29 kcal per mole
E: -16855.643 eV
Lowest unoccupied orbital energy (spin up / spin down): -0.3 / -3.2 eV
<S²>: 2.02
Multiplicity: 3

```
11
Properties=species:S:1:pos:R:3:forces:R:3:lowdin_spin:R:1
I -1.728 -1.955 1.420 0.07 0.42 -0.35 0.272
O 0.936 -2.948 -0.296 -0.36 -4.47 -0.25 0.274
O -1.381 0.992 1.536 0.69 0.32 -0.29 0.217
N -0.779 -0.706 0.173 -1.33 -1.29 0.19 0.564
C -0.691 0.576 0.608 -0.69 1.28 0.74 0.052
C 0.862 -1.838 -0.550 2.42 4.44 0.92 0.523
C 0.206 1.446 -0.219 -0.33 4.93 1.80 -0.001
H -0.254 2.520 -0.386 -0.05 -2.25 0.28 -0.001
H 0.491 1.156 -1.150 0.46 -1.56 -2.61 0.002
H 1.130 1.910 0.204 -0.43 -1.32 0.66 -0.001
H 1.208 -1.152 -1.338 -0.43 -0.51 -1.08 0.101
```
Positions in Å, forces in eV/Å.


The following is a DFT calculation (the ωB97M-V functional and the def2-TZVPD basis) of a single C3H4INOS molecule at a distorted geometry.

Calculated values
ΔE to the lowest compared entry with this formula, charge and spin: 68.36 kcal per mole
E: -25646.068 eV
Lowest unoccupied orbital energy (spin up / spin down): -2.0 / -2.0 eV

```
11
Properties=species:S:1:pos:R:3:forces:R:3:mulliken_charge:R:1
I 0.040 -3.428 -1.868 0.04 0.27 -0.14 0.161
S 2.633 0.605 -0.703 -2.28 -1.99 -0.15 -0.257
O -1.773 -1.832 0.156 1.89 1.53 -0.51 -0.521
N 1.533 -0.927 -1.162 -3.57 1.03 1.50 -0.424
C -0.817 -1.095 -0.091 -0.33 -0.21 0.11 0.874
C -0.575 0.279 0.480 -0.11 0.85 0.56 -1.034
C 0.260 -1.540 -1.031 5.48 1.24 -0.65 -0.019
H -1.518 0.389 1.082 1.13 0.70 -0.32 0.313
H 0.386 0.314 1.128 -1.62 -0.21 -1.00 0.260
H 2.225 -1.214 -1.818 -0.17 -1.51 -0.73 0.332
H -0.413 1.118 -0.318 -0.46 -1.69 1.33 0.315
```
Positions in Å, forces in eV/Å.


The following is a DFT calculation (the ωB97M-V functional and the def2-TZVPD basis) of a single C3H4INOS molecule at a distorted geometry.

Calculated values
ΔE to the lowest compared entry with this formula, charge and spin: 112.06 kcal per mole
E: -25644.173 eV
Lowest unoccupied orbital energy (spin up / spin down): -1.4 / -1.4 eV

```
11
Properties=species:S:1:pos:R:3:forces:R:3:mulliken_charge:R:1
I 2.743 -2.160 -0.768 -0.39 -0.02 -0.04 -0.100
S 1.202 -0.765 0.739 -1.22 0.47 -0.68 0.107
O -1.503 -1.555 -0.617 0.98 -1.59 2.62 -0.410
N 1.020 0.681 0.225 -0.30 0.34 -0.72 -0.318
C -0.876 -1.037 0.473 0.55 1.15 2.29 -0.340
C 2.180 2.876 -0.141 -1.61 -4.03 -0.18 -0.576
C 1.721 1.761 -0.001 0.69 0.59 0.64 0.171
H -1.395 -0.871 -1.221 -0.08 1.74 -2.46 0.345
H 2.530 3.787 0.011 1.49 3.43 0.18 0.449
H -0.964 -1.510 1.462 -0.70 -0.91 -0.84 0.376
H -1.111 0.054 0.688 0.57 -1.16 -0.81 0.296
```
Positions in Å, forces in eV/Å.


The following is a DFT calculation (the ωB97M-V functional and the def2-TZVPD basis) of a single C3H4INOS molecule at a distorted geometry.

Calculated values
ΔE to the lowest compared entry with this formula, charge and spin: 95.52 kcal per mole
E: -25644.890 eV
Lowest unoccupied orbital energy (spin up / spin down): -1.3 / -1.3 eV

```
11
Properties=species:S:1:pos:R:3:forces:R:3:mulliken_charge:R:1
I 0.684 2.033 -2.344 0.08 -0.17 -0.21 -0.065
S 1.170 0.331 -0.543 -1.69 0.30 1.42 0.085
O -0.888 -1.536 -1.199 0.89 0.13 -3.69 -0.416
N 0.058 0.549 0.537 0.42 -1.68 -1.31 -0.320
C -0.639 1.496 2.732 0.24 0.25 -0.31 -0.570
C 0.445 -1.348 -1.219 0.34 1.51 -1.52 -0.356
C -0.185 1.108 1.685 0.22 0.45 0.13 0.206
H -1.277 -1.436 -0.389 -1.30 0.55 3.64 0.294
H 0.931 -1.970 -0.485 0.79 -0.55 -0.30 0.356
H 0.744 -1.254 -2.314 0.14 -0.91 1.56 0.365
H -1.044 2.027 3.539 -0.13 0.11 0.59 0.421
```
Positions in Å, forces in eV/Å.


The following is a DFT calculation (the ωB97M-V functional and the def2-TZVPD basis) of a molecular structure, C3H4INS at a distorted geometry.

Calculated values
ΔE to the lowest compared entry with this formula, charge and spin: 20.24 kcal per mole
E: -23596.855 eV
Lowest unoccupied orbital energy (spin up / spin down): 0.6 / -2.6 eV
<S²>: 2.01
Multiplicity: 3

```
10
Properties=species:S:1:pos:R:3:forces:R:3:lowdin_spin:R:1
I 2.284 2.087 1.712 0.15 0.59 0.01 0.096
S 0.869 -0.721 1.255 -0.58 0.70 -0.99 0.432
N 0.208 1.272 -0.322 -3.24 1.43 -5.33 0.726
C -0.299 -1.112 -0.100 0.51 -0.12 0.52 0.032
C -0.749 0.248 -0.689 4.01 -1.63 -1.72 0.073
C 0.975 0.931 0.678 3.20 -2.71 4.87 0.581
H -0.809 -0.059 -1.805 -0.28 1.66 1.46 0.017
H -1.611 0.562 -0.246 -3.05 0.60 0.74 0.026
H -1.209 -1.525 0.383 0.89 -0.83 -0.78 0.004
H 0.340 -1.682 -0.867 -1.62 0.33 1.22 0.014
```
Positions in Å, forces in eV/Å.


The following is a DFT calculation (the ωB97M-V functional and the def2-TZVPD basis) of a molecular structure, C3H4InO2 at a distorted geometry.

Calculated values
ΔE to the lowest compared entry with this formula, charge and spin: 70.31 kcal per mole
E: -12397.505 eV
Lowest unoccupied orbital energy (spin up / spin down): -19.1 / -19.2 eV
Net charge: +3

```
10
Properties=species:S:1:pos:R:3:forces:R:3:mulliken_charge:R:1
In 0.355 1.099 -0.016 -0.02 -0.14 -0.15 1.617
O 2.062 0.068 0.134 -7.48 -2.15 -0.73 -0.410
O 3.731 0.502 0.206 6.73 -0.88 -1.84 0.126
C -1.854 0.319 -0.245 -1.17 3.01 -1.21 -0.569
C -1.207 -0.738 0.286 1.29 -2.53 1.30 -0.457
C 3.152 -0.338 -0.453 1.61 3.24 2.58 0.788
H -2.353 1.054 0.397 -0.40 -0.12 0.00 0.513
H -0.766 -1.510 -0.351 -0.11 -0.17 0.03 0.446
H -1.974 0.421 -1.328 -0.31 -0.08 -0.08 0.499
H -1.146 -0.877 1.370 -0.14 -0.19 0.10 0.448
```
Positions in Å, forces in eV/Å.


The following is a DFT calculation (the ωB97M-V functional and the def2-TZVPD basis) of a molecular structure, C3H4InO3 at a distorted geometry.

Calculated values
ΔE to the lowest compared entry with this formula, charge and spin: 22.02 kcal per mole
E: -14488.417 eV
Lowest unoccupied orbital energy (spin up / spin down): 3.5 / 3.5 eV
Net charge: -1

```
11
Properties=species:S:1:pos:R:3:forces:R:3:mulliken_charge:R:1
In -0.091 2.886 -1.447 0.60 3.41 -1.08 0.074
O 0.486 -0.908 -0.597 0.27 0.02 -0.95 -0.089
O -0.033 0.935 -1.690 -0.14 -4.52 -1.12 -0.244
O -0.760 2.784 0.558 -0.40 -0.78 1.56 -0.440
C 0.134 -2.012 0.192 0.29 -1.16 0.47 -0.647
C -0.322 0.202 -0.689 -0.47 0.47 0.91 -0.332
C 0.118 1.847 0.690 0.57 0.97 0.65 -0.293
H 0.310 -1.943 1.275 0.22 0.67 -0.19 0.276
H 0.251 1.475 1.739 -0.64 -0.10 0.19 0.144
H 0.782 -2.829 -0.163 -0.04 0.24 0.12 0.252
H -0.875 -2.438 0.132 -0.24 0.77 -0.55 0.300
```
Positions in Å, forces in eV/Å.


The following is a DFT calculation (the ωB97M-V functional and the def2-TZVPD basis) of a molecular structure, C3H4KMgO4 at a distorted geometry.

Calculated values
ΔE to the lowest compared entry with this formula, charge and spin: 60.12 kcal per mole
E: -33128.436 eV
Lowest unoccupied orbital energy: -3.4 eV
Net charge: +1

```
13
Properties=species:S:1:pos:R:3:forces:R:3:mulliken_charge:R:1
K -3.570 4.984 0.322 0.31 -0.96 -0.11 0.910
Mg -2.918 0.105 0.261 0.70 1.58 -0.14 0.738
O -2.542 1.873 0.021 -0.82 -0.47 0.29 -0.892
O -1.584 -1.331 0.273 0.06 -2.02 1.15 -0.627
O 0.279 -0.578 1.207 1.06 2.38 0.26 -0.373
O 0.422 -1.881 -0.502 -0.29 -1.42 -0.77 -0.339
C 1.490 -0.953 -0.795 0.24 -0.30 0.50 -0.213
C 1.402 0.072 0.346 1.05 -1.79 1.25 -0.199
C -0.362 -1.409 0.438 -0.22 3.38 -2.86 0.934
H 1.285 -0.526 -1.783 0.03 -0.13 0.28 0.259
H 2.429 -1.513 -0.796 -0.19 0.16 -0.08 0.257
H 2.248 0.060 1.041 -0.15 -0.41 -0.26 0.273
H 1.422 1.098 -0.033 -1.78 0.01 0.49 0.273
```
Positions in Å, forces in eV/Å.


The following is a DFT calculation (the ωB97M-V functional and the def2-TZVPD basis) of a molecular structure, C3H4LaO at a distorted geometry.

Calculated values
E: -6069.647 eV
Lowest unoccupied orbital energy (spin up / spin down): -6.0 / -6.0 eV
Net charge: +1

```
9
Properties=species:S:1:pos:R:3:forces:R:3:mulliken_charge:R:1
La -1.192 2.272 -1.269 0.38 -5.20 0.86 1.706
O -1.498 0.137 -1.272 0.92 3.11 -0.10 -0.671
C 0.740 0.305 0.285 -0.63 -0.34 -0.39 -1.024
C 0.687 -1.224 -0.082 -1.05 1.94 0.33 -0.531
C -0.530 -0.530 -0.024 0.57 0.55 1.32 0.275
H 0.925 -1.916 0.736 -0.18 -0.01 -0.73 0.200
H -1.262 -0.626 0.791 -0.10 0.03 -0.81 0.318
H 1.245 0.924 -0.480 -0.04 0.03 -0.13 0.443
H 0.885 0.659 1.314 0.13 -0.10 -0.36 0.285
```
Positions in Å, forces in eV/Å.